1.
92
Properties=species:S:1:pos:R:3:lowdin_charge:R:1 method="wB97M-V/def2-TZVPD" e_lumo_ev=-0.08 e_homo_ev=-6.09 molar_mass_g_mol=902.709 largest_force_ev_per_a=4.91 e_tot_ev=-114841.7475 de_lowest_kj_mol=1560.8 homo_lumo_gap_ev=6.0 multiplicity=1
Cd 0.87 0.71 -0.03 1.292
C 2.49 1.32 2.66 -0.129
N 2.20 0.04 2.02 -0.112
C 3.34 -0.73 1.56 -0.130
C 3.76 -0.28 0.19 -0.310
N 3.08 0.58 -0.54 0.072
C 3.79 0.72 -1.73 -0.231
C 3.50 1.49 -2.85 -0.017
C 4.39 1.40 -3.91 -0.073
C 5.52 0.58 -3.86 -0.082
C 5.82 -0.18 -2.74 -0.017
C 4.93 -0.09 -1.68 -0.182
N 4.88 -0.70 -0.44 0.182
C 1.44 2.34 2.37 -0.343
N 1.12 2.76 1.17 0.095
C 0.11 3.70 1.36 -0.245
C -0.59 4.47 0.44 -0.033
C -1.56 5.32 0.93 -0.077
C -1.83 5.42 2.30 -0.086
C -1.12 4.69 3.23 -0.027
C -0.15 3.84 2.73 -0.200
N 0.73 2.96 3.35 0.176
H 3.43 1.69 2.24 0.130
H 2.63 1.22 3.74 0.123
H 1.55 -0.52 2.57 0.070
H 3.04 -1.78 1.50 0.113
H 4.20 -0.67 2.24 0.132
H 2.61 2.09 -2.89 0.065
H 4.19 1.97 -4.81 0.106
H 6.18 0.54 -4.71 0.103
H 6.69 -0.82 -2.71 0.110
H 5.53 -1.38 -0.07 0.169
H -0.40 4.36 -0.62 0.053
H -2.14 5.92 0.24 0.106
H -2.61 6.09 2.64 0.102
H -1.32 4.77 4.29 0.106
H 0.82 2.78 4.33 0.155
N 1.21 -1.22 -2.51 0.116
C 0.51 -2.30 -3.07 -0.312
C 0.08 -2.21 -4.39 -0.051
C -0.53 -3.30 -5.00 -0.095
C -0.70 -4.49 -4.30 -0.129
C -0.29 -4.55 -2.98 -0.106
C 0.29 -3.47 -2.34 -0.195
C 0.69 -3.61 -0.90 -0.179
C 1.66 -4.58 -0.65 -0.031
C 2.14 -4.84 0.63 -0.086
C 1.65 -4.11 1.69 -0.110
C 0.69 -3.13 1.45 -0.207
C 0.17 -2.86 0.17 -0.318
H 1.28 -1.31 -1.51 0.003
H 0.88 -0.31 -2.80 0.031
H 0.22 -1.29 -4.93 0.116
H -0.88 -3.21 -6.02 0.102
H -1.17 -5.34 -4.77 0.099
H -0.46 -5.46 -2.41 0.118
H 2.04 -5.14 -1.49 0.118
H 2.88 -5.61 0.78 0.100
H 1.99 -4.30 2.70 0.101
H 0.32 -2.58 2.31 0.058
N -2.31 1.54 0.81 -0.228
C -1.33 1.05 -1.72 -1.135
S -0.30 2.31 -2.46 0.329
N -2.19 -1.37 -2.04 -0.570
C -4.13 0.48 -1.10 -0.240
C -5.00 0.79 -0.09 -0.085
C -6.33 1.03 -0.45 -0.085
C -6.72 0.98 -1.78 -0.094
C -5.79 0.71 -2.77 -0.075
C -4.46 0.45 -2.43 -0.091
H -2.56 2.43 0.43 -0.043
H -2.02 1.76 1.77 -0.073
H -1.52 -1.24 -2.80 -0.038
H -4.66 0.88 0.93 0.084
H -7.05 1.27 0.32 0.100
H -7.75 1.17 -2.05 0.099
H -6.08 0.71 -3.82 0.103
H -3.71 0.29 -3.19 0.107
C -0.38 0.33 5.81 -0.019
C -1.01 0.24 4.44 -0.486
C -2.49 0.48 4.33 -0.012
O -0.34 -0.03 3.46 -0.006
H -0.69 1.25 6.32 0.086
H 0.70 0.27 5.74 0.075
H -0.75 -0.50 6.42 0.095
H -2.96 0.61 5.30 0.081
H -2.93 -0.36 3.79 0.054
H -2.66 1.36 3.71 0.077
Cl -2.36 -2.18 1.72 0.284
Si -0.95 -1.27 0.39 0.306
Cl -2.19 0.21 -0.86 0.711
Cl -2.91 -3.11 -2.30 0.382

2.
98
Properties=species:S:1:pos:R:3:lowdin_charge:R:1 method="wB97M-V/def2-TZVPD" e_lumo_ev=-17.81 e_homo_ev=-24.88 molar_mass_g_mol=757.841 largest_force_ev_per_a=15.68 e_tot_ev=-160877.8918 de_lowest_kj_mol=2347.4 charge=+6 homo_lumo_gap_ev=7.1 multiplicity=1
C -19.59 18.91 0.21 0.071
N -18.18 19.08 -0.09 -0.058
C -17.59 20.30 -0.10 0.021
C -16.26 20.41 -0.53 -0.030
C -15.52 19.34 -1.02 -0.036
C -16.21 18.08 -0.95 0.129
C -17.50 17.96 -0.46 0.097
C -14.10 19.57 -1.55 -0.089
C -13.74 20.65 -2.38 0.010
C -12.39 20.82 -2.72 -0.101
N -11.43 19.87 -2.34 -0.147
C -11.80 18.85 -1.59 -0.044
C -13.08 18.70 -1.12 0.033
C -10.01 20.04 -2.79 0.116
H -19.52 18.28 1.09 0.142
H -20.07 18.34 -0.59 0.140
H -20.12 19.86 0.34 0.123
H -18.17 21.07 0.39 0.137
H -15.88 21.43 -0.51 -0.265
H -15.79 17.15 -1.31 0.155
H -18.09 17.05 -0.47 0.181
H -14.45 21.43 -2.60 0.102
H -12.06 21.69 -3.26 0.144
H -11.02 18.20 -1.23 0.182
H -13.19 17.89 -0.42 0.164
H -10.11 20.25 -3.85 0.151
H -9.47 19.13 -2.52 0.149
H -9.62 20.92 -2.28 0.074
C -17.80 27.06 -2.78 0.098
N -16.51 26.37 -2.44 -0.036
C -16.42 25.02 -2.37 0.024
C -15.28 24.46 -1.87 -0.131
C -14.12 25.11 -1.69 -0.129
C -14.23 26.50 -1.93 0.088
C -15.42 27.12 -2.15 0.080
C -12.79 24.49 -1.43 -0.108
C -11.94 25.11 -0.56 -0.040
C -10.69 24.55 -0.32 0.147
N -10.35 23.30 -0.88 -0.032
C -11.24 22.57 -1.61 -0.249
C -12.41 23.20 -1.96 -0.003
C -9.16 22.68 -0.34 0.053
H -18.31 26.32 -3.40 0.122
H -17.59 27.97 -3.34 0.134
H -18.43 27.38 -1.95 0.127
H -17.36 24.49 -2.33 0.162
H -15.26 23.38 -1.77 0.044
H -13.30 27.06 -1.88 0.171
H -15.51 28.20 -2.19 0.186
H -12.25 26.09 -0.23 0.147
H -9.99 25.02 0.35 0.178
H -10.92 21.64 -2.05 0.037
H -13.06 22.64 -2.62 0.094
H -9.04 21.72 -0.83 0.095
H -9.33 22.51 0.72 0.106
H -8.33 23.37 -0.49 0.147
Cu -17.31 22.59 -0.23 0.533
Cu -16.12 22.20 -1.96 0.589
C -20.57 24.54 1.66 -0.048
C -19.83 25.58 2.66 -0.185
C -18.42 25.23 2.90 -0.184
C -17.72 25.03 1.54 -0.081
N -16.18 24.83 1.63 -0.149
C -15.50 25.85 2.51 -0.067
C -14.13 25.86 2.06 -0.111
C -14.16 25.65 0.58 -0.141
C -15.52 25.02 0.24 -0.062
C -15.92 23.35 1.98 0.088
H -21.64 24.68 1.53 0.099
H -20.31 23.52 1.95 0.063
H -20.18 24.49 0.64 0.035
H -20.35 25.67 3.61 0.142
H -19.88 26.61 2.30 0.127
H -18.25 24.35 3.52 0.137
H -18.06 26.15 3.36 0.137
H -17.81 25.95 0.95 0.154
H -18.12 24.11 1.11 0.086
H -15.63 25.60 3.56 0.173
H -15.91 26.84 2.34 0.173
H -13.52 25.11 2.57 0.131
H -13.49 26.73 2.19 0.171
H -13.28 25.05 0.33 0.057
H -14.10 26.59 0.04 0.128
H -15.50 24.07 -0.30 0.027
H -16.16 25.64 -0.40 0.134
H -14.87 23.09 2.04 0.038
H -16.52 22.82 1.23 0.054
H -16.41 23.10 2.93 0.152
O -15.65 22.38 -0.40 -0.403
H -15.36 23.28 -0.15 -0.028
Cl -11.61 22.34 2.77 0.694
C -13.20 22.28 1.90 -0.569
C -13.07 22.21 0.37 -0.473
Cl -12.00 21.00 -0.27 1.080
H -13.76 23.18 2.15 0.011
H -13.71 21.40 2.27 0.105
H -12.70 23.19 0.07 0.046
H -14.06 22.09 -0.06 0.070

3.
115
Properties=species:S:1:pos:R:3:lowdin_charge:R:1 method="wB97M-V/def2-TZVPD" e_lumo_ev=1.12 e_homo_ev=-4.14 molar_mass_g_mol=2801.824 largest_force_ev_per_a=1.63 e_tot_ev=-886229.7434 charge=-1 homo_lumo_gap_ev=5.3 multiplicity=1
C 5.03 -3.88 -0.95 -0.046
B 4.54 -2.81 -2.03 -0.340
O 5.28 -2.83 -3.23 0.058
B 3.22 -1.77 -1.69 -0.610
O 3.40 -0.59 -0.79 -0.062
C 2.09 -0.07 -0.78 -0.164
C 1.44 -0.42 -2.16 -0.511
O 1.28 0.81 -2.94 -0.051
C 0.01 -0.96 -2.11 -0.095
C -0.20 -2.47 -1.96 -0.401
C -1.69 -2.74 -1.68 -0.130
C 0.24 -3.27 -3.22 -0.056
O 2.39 -1.20 -2.80 0.014
H 5.09 -4.89 -1.38 0.051
H 6.01 -3.58 -0.55 0.055
H 4.32 -3.90 -0.11 0.036
H 4.71 -2.88 -4.00 0.082
H 2.45 -2.54 -1.01 0.108
H 1.52 -0.61 -0.01 0.057
H 2.15 1.02 -0.60 0.097
H 1.97 1.41 -2.64 0.020
H -0.52 -0.47 -1.28 0.092
H -0.49 -0.65 -3.04 0.130
H 0.35 -2.88 -1.11 0.097
H -2.30 -2.53 -2.57 0.084
H -1.84 -3.78 -1.37 0.004
H -2.06 -2.08 -0.88 0.014
H -0.60 -3.85 -3.60 0.054
H 1.08 -3.93 -2.99 0.076
H 0.58 -2.58 -4.00 0.078
C -2.73 -6.73 -1.02 -2.015
Cl -3.49 -8.32 -0.85 0.506
Cl -3.94 -5.57 -1.60 0.530
Cl -2.12 -6.18 0.55 0.478
Cl -1.40 -6.83 -2.17 0.567
C 0.02 4.16 -1.43 -2.009
Cl -0.06 5.74 -0.61 0.503
Cl -0.43 2.90 -0.28 0.519
Cl -1.10 4.16 -2.79 0.509
Cl 1.66 3.89 -2.02 0.563
C -0.88 -0.07 2.37 -2.010
Cl 0.45 1.07 2.59 0.525
Cl -0.27 -1.54 1.64 0.563
Cl -1.61 -0.44 3.95 0.507
Cl -2.10 0.65 1.31 0.521
C 4.25 4.67 0.99 -2.044
Cl 3.05 3.66 1.80 0.522
Cl 5.54 5.06 2.13 0.476
Cl 4.93 3.80 -0.39 0.541
Cl 3.49 6.17 0.43 0.507
C -2.22 7.11 -5.23 -2.027
Cl -2.24 7.77 -6.87 0.505
Cl -3.13 8.19 -4.16 0.477
Cl -2.99 5.51 -5.23 0.525
Cl -0.55 6.98 -4.67 0.534
C 7.66 7.87 4.74 -2.050
Cl 8.44 7.96 6.33 0.520
Cl 8.42 9.04 3.66 0.524
Cl 7.86 6.25 4.08 0.476
Cl 5.94 8.24 4.90 0.528
C -4.56 -3.09 1.88 -1.995
Cl -5.07 -4.75 2.23 0.483
Cl -4.83 -2.07 3.30 0.506
Cl -2.85 -3.07 1.46 0.513
Cl -5.51 -2.48 0.52 0.521
C -4.75 12.14 -2.18 -2.048
Cl -3.48 13.31 -1.83 0.525
Cl -4.07 10.78 -3.07 0.477
Cl -5.46 11.56 -0.67 0.526
Cl -6.01 12.91 -3.16 0.513
C -9.06 -4.50 -0.79 -2.046
Cl -9.11 -2.85 -0.18 0.520
Cl -9.72 -5.60 0.43 0.521
Cl -10.04 -4.61 -2.26 0.490
Cl -7.40 -4.96 -1.15 0.498
C 10.93 4.72 1.15 -2.050
Cl 11.62 4.81 2.77 0.496
Cl 11.75 5.87 0.09 0.526
Cl 11.13 3.09 0.51 0.525
Cl 9.21 5.11 1.24 0.503
C 10.47 1.27 5.48 -2.057
Cl 10.85 1.74 3.83 0.497
Cl 8.92 0.42 5.52 0.529
Cl 11.74 0.22 6.11 0.518
Cl 10.36 2.73 6.49 0.510
C -2.38 -4.47 6.42 -2.029
Cl -2.23 -2.85 7.11 0.528
Cl -3.07 -5.56 7.64 0.516
Cl -3.41 -4.43 5.00 0.471
Cl -0.80 -5.05 5.91 0.506
C 1.83 -6.83 3.49 -2.038
Cl 2.70 -5.30 3.37 0.516
Cl 1.51 -7.15 5.20 0.489
Cl 0.29 -6.70 2.63 0.496
Cl 2.79 -8.14 2.79 0.539
C 3.80 -2.19 5.43 -2.051
Cl 4.73 -2.94 4.13 0.515
Cl 4.65 -0.75 6.00 0.517
Cl 2.19 -1.74 4.86 0.515
Cl 3.63 -3.35 6.76 0.509
C -12.06 -4.99 -6.04 -2.059
Cl -10.32 -5.14 -6.26 0.527
Cl -12.57 -3.36 -6.51 0.523
Cl -12.89 -6.18 -7.05 0.520
Cl -12.46 -5.26 -4.35 0.497
C -5.05 -8.62 3.81 -2.047
Cl -4.29 -7.61 5.04 0.503
Cl -5.14 -10.29 4.37 0.524
Cl -6.69 -8.02 3.50 0.517
Cl -4.11 -8.53 2.33 0.495
C -5.12 11.69 -7.59 -2.054
Cl -4.25 10.25 -7.07 0.491
Cl -5.23 11.71 -9.36 0.520
Cl -6.75 11.69 -6.90 0.514
Cl -4.25 13.13 -7.05 0.518

4.
16
Properties=species:S:1:pos:R:3:lowdin_charge:R:1 method="wB97M-V/def2-TZVPD" e_lumo_ev=-0.46 e_homo_ev=-8.85 molar_mass_g_mol=148.252 largest_force_ev_per_a=1.89 e_tot_ev=-29030.6767 de_lowest_kj_mol=193.4 homo_lumo_gap_ev=8.4 multiplicity=1
C -1.15 2.31 -0.48 -0.032
C 0.03 1.45 -0.33 -0.344
C 0.08 0.13 0.30 -0.599
C -1.11 -0.50 0.96 -0.449
C 1.15 -0.91 0.07 -0.573
H -0.86 3.37 -0.47 0.094
H -1.69 2.10 -1.42 0.092
H -1.86 2.17 0.37 0.094
H 0.75 1.56 -1.14 0.140
H -0.84 -1.29 1.69 0.093
H -1.68 0.30 1.51 0.099
H -3.01 -1.86 0.31 -0.166
H 0.77 -1.93 0.00 0.049
O 0.61 1.29 0.91 0.012
S -2.09 -1.27 -0.42 0.736
S 2.69 -0.59 -0.28 0.755

5.
119
Properties=species:S:1:pos:R:3:lowdin_charge:R:1 method="wB97M-V/def2-TZVPD" e_lumo_ev=-8.88 e_homo_ev=-14.44 molar_mass_g_mol=1217.558 largest_force_ev_per_a=1.05 e_tot_ev=-117282.3639 de_lowest_kj_mol=80.5 charge=+3 homo_lumo_gap_ev=5.6 multiplicity=1
Y -0.05 0.00 0.01 1.408
O 0.39 -2.42 -1.03 -0.652
S 1.60 -2.16 -1.96 0.925
C 1.08 -2.60 -3.56 -0.378
C 1.14 -3.85 -4.16 -0.045
C 0.69 -3.98 -5.46 -0.018
C 0.17 -2.88 -6.13 -0.011
C 0.02 -1.66 -5.49 -0.059
C 0.47 -1.50 -4.19 -0.320
P 0.01 -0.07 -3.11 0.986
C 0.90 1.37 -3.71 -0.403
C 1.37 2.29 -2.77 -0.174
C 2.20 3.33 -3.12 -0.054
C 2.60 3.46 -4.45 -0.036
C 2.15 2.56 -5.40 -0.034
C 1.32 1.51 -5.03 -0.065
C -1.78 -0.18 -3.46 -0.426
C -2.44 -1.07 -2.60 -0.165
C -3.73 -1.50 -2.86 -0.066
C -4.37 -1.05 -4.01 -0.041
C -3.73 -0.17 -4.87 -0.036
C -2.43 0.25 -4.61 -0.124
C 2.89 -3.25 -1.47 -0.363
C 3.63 -4.08 -2.30 -0.046
C 4.65 -4.84 -1.73 -0.021
C 4.92 -4.75 -0.38 -0.016
C 4.23 -3.85 0.42 -0.044
C 3.21 -3.07 -0.13 -0.346
P 2.36 -1.84 0.93 1.050
C 1.77 -2.93 2.27 -0.356
C 1.10 -4.10 1.90 -0.087
C 0.59 -4.95 2.87 -0.053
C 0.74 -4.64 4.22 -0.052
C 1.40 -3.48 4.59 -0.083
C 1.90 -2.61 3.62 -0.126
C 3.79 -0.86 1.48 -0.387
C 4.64 -1.18 2.53 -0.080
C 5.75 -0.39 2.79 -0.040
C 6.04 0.70 1.99 -0.050
C 5.21 1.02 0.92 -0.062
C 4.09 0.24 0.67 -0.142
H 1.51 -4.71 -3.62 0.120
H 0.73 -4.95 -5.95 0.130
H -0.18 -2.99 -7.16 0.130
H -0.47 -0.84 -6.01 0.107
H 1.06 2.20 -1.73 0.020
H 2.54 4.04 -2.38 0.117
H 3.27 4.26 -4.74 0.124
H 2.47 2.66 -6.43 0.125
H 1.00 0.80 -5.79 0.100
H -1.91 -1.48 -1.74 0.066
H -4.23 -2.19 -2.19 0.124
H -5.38 -1.39 -4.23 0.125
H -4.23 0.17 -5.77 0.127
H -1.94 0.93 -5.29 0.112
H 3.46 -4.13 -3.36 0.105
H 5.22 -5.52 -2.36 0.129
H 5.70 -5.36 0.06 0.128
H 4.48 -3.75 1.47 0.119
H 0.99 -4.36 0.85 0.103
H 0.10 -5.87 2.58 0.118
H 0.35 -5.31 4.98 0.121
H 1.54 -3.25 5.64 0.116
H 2.43 -1.72 3.92 0.093
H 4.44 -2.04 3.16 0.103
H 6.42 -0.65 3.61 0.122
H 6.91 1.32 2.20 0.122
H 5.45 1.86 0.28 0.117
H 3.47 0.47 -0.18 0.085
C -2.73 1.98 3.57 -0.282
Sb -1.27 2.73 2.21 1.302
C -0.04 3.64 3.70 -0.276
C -2.24 4.62 1.80 -0.295
C -3.69 4.50 1.41 -0.290
C -4.67 4.50 2.40 -0.050
C -6.02 4.36 2.08 -0.053
C -6.39 4.22 0.75 -0.056
C -5.42 4.24 -0.24 -0.057
C -4.07 4.39 0.07 -0.298
C -3.06 4.45 -1.04 -0.273
Sb -2.02 2.56 -1.52 1.290
C -2.07 3.06 -3.60 -0.277
C -3.79 1.37 -1.31 -0.279
H -2.88 2.73 4.34 0.027
H -2.39 1.05 4.03 -0.028
H -3.68 1.80 3.05 0.017
H -0.71 4.24 4.31 0.026
H 0.70 4.29 3.23 0.029
H 0.46 2.90 4.31 -0.011
H -1.62 5.13 1.06 0.053
H -2.13 5.13 2.76 0.067
H -4.38 4.65 3.43 0.119
H -6.77 4.39 2.86 0.118
H -7.44 4.12 0.49 0.117
H -5.72 4.17 -1.28 0.123
H -2.28 5.19 -0.89 0.062
H -3.55 4.63 -1.99 0.062
H -2.96 2.62 -4.05 0.019
H -1.17 2.73 -4.12 -0.013
H -2.13 4.15 -3.66 0.025
H -4.54 1.97 -0.79 0.004
H -3.61 0.46 -0.73 -0.007
H -4.16 1.08 -2.30 0.014
N -1.83 -1.85 3.07 0.152
C -0.81 -1.04 3.42 -0.699
N -0.07 -0.34 2.58 -0.075
C 0.93 0.37 3.27 -0.426
C 1.91 1.17 2.70 -0.117
C 2.87 1.76 3.50 -0.059
C 2.84 1.58 4.88 -0.040
C 1.85 0.82 5.48 -0.048
C 0.90 0.22 4.65 -0.471
S -0.43 -0.81 5.10 1.163
H -1.90 -2.19 2.13 0.104
H -2.26 -2.43 3.77 0.120
H 1.94 1.33 1.62 0.071
H 3.65 2.37 3.05 0.122
H 3.60 2.05 5.50 0.127
H 1.81 0.69 6.55 0.130

6.
12
Properties=species:S:1:pos:R:3:lowdin_charge:R:1 method="wB97M-V/def2-TZVPD" e_lumo_ev=0.83 e_homo_ev=-8.15 molar_mass_g_mol=82.102 largest_force_ev_per_a=2.03 e_tot_ev=-7327.0525 de_lowest_kj_mol=215.4 homo_lumo_gap_ev=9.0 multiplicity=1
C 0.32 -1.75 0.10 -0.048
C 0.01 -0.30 -0.12 -0.274
C -1.25 0.22 -0.38 -0.095
O -1.13 1.58 -0.64 -0.024
C 0.07 1.91 -0.19 -0.154
C 0.89 0.83 -0.05 -0.019
H 0.04 -2.31 -0.80 0.080
H -0.26 -2.15 0.93 0.082
H 1.38 -1.93 0.30 0.077
H -2.05 0.20 0.35 0.136
H 0.01 2.84 0.35 0.130
H 1.96 0.84 0.13 0.109